[1]
{
  "formula": "C36H90F2N7O16S2Sn",
  "method": "ωB97M-V/def2-TZVPD",
  "homo_ev": -10.058,
  "e_above_lowest_kj_mol": 0.00,
  "multiplicity": 1,
  "orbital_gap_ha": 0.1867,
  "mol_weight_g_mol": 1098.0,
  "total_charge": 1,
  "species": ["Sn", "N", "S", "O", "O", "F", "S", "O", "O", "F", "C", "O", "C", "C", "N", "C", "C", "O", "C", "H", "H", "H", "H", "H", "H", "H", "H", "H", "H", "H", "H", "H", "H", "H", "C", "O", "C", "C", "N", "C", "C", "O", "C", "H", "H", "H", "H", "H", "H", "H", "H", "H", "H", "H", "H", "H", "H", "H", "C", "O", "C", "C", "N", "C", "C", "O", "C", "H", "H", "H", "H", "H", "H", "H", "H", "H", "H", "H", "H", "H", "H", "H", "C", "O", "C", "C", "N", "C", "C", "O", "C", "H", "H", "H", "H", "H", "H", "H", "H", "H", "H", "H", "H", "H", "H", "H", "C", "O", "C", "C", "N", "C", "C", "O", "C", "H", "H", "H", "H", "H", "H", "H", "H", "H", "H", "H", "H", "H", "H", "H", "C", "O", "C", "C", "N", "C", "C", "O", "C", "H", "H", "H", "H", "H", "H", "H", "H", "H", "H", "H", "H", "H", "H", "H"],
  "xyz": [[-3.28, -1.58, -0.20], [-1.30, -0.06, -1.29], [-1.44, 1.38, -1.81], [-0.87, 1.67, -3.10], [-1.58, 2.41, -0.84], [-2.95, 1.09, -2.39], [0.35, 0.08, -0.91], [0.78, 1.07, 0.03], [1.29, -0.39, -1.88], [0.25, -1.24, 0.02], [-5.57, 1.70, -0.28], [-4.32, 1.27, 0.24], [-3.80, 2.02, 1.31], [-2.67, 1.27, 1.94], [-3.22, 0.02, 2.46], [-2.22, -0.75, 3.20], [-2.67, -2.20, 3.32], [-1.92, -3.00, 2.39], [-2.16, -4.40, 2.55], [-5.72, 1.21, -1.24], [-5.55, 2.77, -0.49], [-6.38, 1.46, 0.40], [-4.45, 2.29, 2.16], [-3.55, 3.03, 0.96], [-2.30, 1.89, 2.76], [-1.79, 1.08, 1.31], [-3.94, 0.26, 3.13], [-1.93, -0.30, 4.16], [-1.27, -0.81, 2.66], [-3.74, -2.35, 3.19], [-2.43, -2.62, 4.30], [-1.42, -4.75, 3.29], [-1.78, -4.83, 1.63], [-3.17, -4.67, 2.83], [-3.86, -1.19, -9.38], [-3.13, -0.85, -8.21], [-2.10, 0.08, -8.50], [-1.16, 0.27, -7.27], [-0.20, 1.33, -7.56], [0.78, 1.35, -6.47], [1.56, 2.65, -6.58], [0.78, 3.81, -6.73], [1.62, 4.91, -7.02], [-4.11, -0.38, -10.07], [-4.80, -1.63, -9.03], [-3.32, -1.98, -9.90], [-2.51, 1.07, -8.70], [-1.50, -0.22, -9.36], [-0.61, -0.68, -7.26], [-1.75, 0.49, -6.37], [-0.75, 2.18, -7.43], [1.35, 0.42, -6.53], [0.24, 1.37, -5.50], [2.24, 2.55, -7.44], [2.31, 2.71, -5.78], [1.96, 4.87, -8.05], [2.37, 5.02, -6.23], [1.11, 5.86, -6.83], [4.73, 1.23, 0.99], [4.52, 2.13, 2.07], [3.27, 2.83, 2.00], [2.26, 2.04, 2.79], [2.61, 1.97, 4.20], [1.67, 1.26, 5.06], [1.60, -0.23, 4.62], [0.73, -0.97, 5.44], [0.56, -2.32, 5.06], [4.74, 1.68, 0.00], [4.00, 0.43, 1.11], [5.78, 0.96, 1.17], [2.96, 2.77, 0.95], [3.39, 3.85, 2.35], [2.11, 1.05, 2.34], [1.30, 2.56, 2.71], [3.57, 1.65, 4.24], [0.70, 1.73, 4.91], [2.08, 1.27, 6.07], [2.57, -0.74, 4.56], [1.12, -0.30, 3.63], [0.48, -2.41, 3.97], [-0.44, -2.73, 5.23], [1.38, -2.91, 5.47], [-5.09, -0.45, -3.80], [-4.25, -1.39, -3.14], [-3.07, -1.60, -3.91], [-2.43, -2.95, -3.52], [-1.61, -2.70, -2.35], [-1.06, -3.78, -1.55], [-2.03, -4.89, -1.21], [-3.04, -4.51, -0.30], [-4.00, -5.49, -0.06], [-5.50, -0.96, -4.67], [-4.65, 0.48, -4.17], [-5.96, -0.19, -3.19], [-2.35, -0.80, -3.78], [-3.26, -1.77, -4.97], [-1.86, -3.31, -4.39], [-3.13, -3.78, -3.49], [-1.31, -1.76, -2.14], [-0.57, -3.42, -0.64], [-0.26, -4.24, -2.13], [-1.43, -5.68, -0.74], [-2.39, -5.41, -2.10], [-4.68, -5.19, 0.74], [-3.66, -6.49, 0.22], [-4.67, -5.64, -0.92], [8.60, -2.43, 2.08], [7.80, -3.12, 1.11], [6.47, -2.66, 1.06], [5.56, -3.82, 0.70], [4.14, -3.47, 0.55], [3.77, -2.29, -0.23], [3.71, -2.57, -1.75], [4.99, -2.91, -2.25], [4.86, -3.60, -3.47], [9.64, -2.71, 1.93], [8.25, -2.87, 3.02], [8.38, -1.36, 2.12], [6.42, -1.85, 0.32], [6.05, -2.25, 1.99], [5.55, -4.52, 1.54], [5.97, -4.38, -0.15], [3.84, -4.24, -0.04], [4.41, -1.41, -0.13], [2.82, -1.89, 0.14], [3.44, -1.63, -2.26], [2.91, -3.27, -2.03], [5.88, -3.82, -3.79], [4.41, -2.98, -4.25], [4.34, -4.56, -3.40], [0.68, 3.19, 9.20], [-0.11, 3.18, 8.01], [0.45, 4.00, 7.01], [-0.41, 3.86, 5.74], [-1.47, 4.90, 5.88], [-2.48, 4.72, 4.86], [-2.13, 5.12, 3.44], [-1.37, 4.11, 2.79], [-0.55, 4.46, 1.71], [1.23, 4.12, 9.29], [1.39, 2.36, 9.06], [0.14, 2.95, 10.11], [1.47, 3.68, 6.79], [0.48, 5.08, 7.20], [-0.97, 2.93, 5.67], [0.15, 4.18, 4.87], [-2.02, 4.95, 6.73], [-3.38, 5.33, 5.05], [-2.95, 3.71, 4.81], [-1.60, 6.07, 3.39], [-3.10, 5.26, 2.94], [-1.12, 4.76, 0.83], [0.09, 3.64, 1.36], [0.22, 5.16, 2.06]]
}

[2]
{
  "formula": "C36H90F6N6O11S2",
  "method": "ωB97M-V/def2-TZVPD",
  "homo_ev": -16.086,
  "multiplicity": 1,
  "orbital_gap_ha": 0.2881,
  "mol_weight_g_mol": 961.3,
  "total_charge": 4,
  "species": ["C", "C", "C", "O", "C", "N", "H", "H", "H", "H", "H", "H", "H", "H", "H", "H", "H", "H", "C", "C", "C", "O", "C", "N", "H", "H", "H", "H", "H", "H", "H", "H", "H", "H", "H", "H", "C", "N", "C", "C", "C", "C", "O", "H", "H", "H", "H", "H", "H", "H", "H", "H", "H", "H", "H", "H", "H", "C", "N", "C", "C", "C", "C", "O", "H", "H", "H", "H", "H", "H", "H", "H", "H", "H", "H", "H", "H", "H", "C", "N", "C", "C", "C", "C", "O", "H", "H", "H", "H", "H", "H", "H", "H", "H", "H", "H", "H", "H", "H", "C", "C", "C", "C", "N", "C", "C", "C", "C", "C", "C", "C", "H", "H", "H", "H", "H", "H", "H", "H", "H", "H", "H", "H", "H", "H", "H", "H", "H", "H", "H", "H", "H", "H", "H", "H", "C", "F", "F", "F", "S", "O", "O", "O", "C", "F", "F", "F", "S", "O", "O", "O"],
  "xyz": [[-2.68, -10.79, 17.35], [-1.25, -11.21, 17.24], [-0.75, -11.35, 15.82], [0.63, -11.71, 15.86], [1.16, -12.00, 14.55], [-0.36, -10.27, 18.05], [0.52, -10.74, 18.27], [-0.10, -9.41, 17.55], [-0.88, -10.04, 18.89], [-2.92, -9.78, 17.00], [-3.03, -10.80, 18.39], [-3.34, -11.49, 16.84], [-1.01, -12.17, 17.71], [-0.85, -10.37, 15.33], [-1.31, -12.13, 15.31], [0.56, -12.76, 14.06], [2.14, -12.45, 14.70], [1.33, -11.10, 13.96], [2.91, -19.58, 8.31], [2.20, -18.47, 9.06], [0.71, -18.68, 9.18], [0.10, -17.48, 9.61], [-1.30, -17.46, 9.30], [2.78, -18.36, 10.45], [2.44, -19.17, 10.97], [3.82, -18.39, 10.45], [2.43, -17.56, 10.99], [3.99, -19.49, 8.24], [2.50, -19.75, 7.32], [2.72, -20.54, 8.80], [2.46, -17.54, 8.56], [0.45, -19.47, 9.90], [0.32, -19.04, 8.22], [-1.75, -16.54, 9.68], [-1.81, -18.32, 9.73], [-1.41, -17.43, 8.21], [2.21, -11.99, 10.21], [1.48, -13.21, 9.73], [0.89, -12.91, 8.37], [2.48, -14.31, 9.52], [0.40, -13.65, 10.70], [-0.80, -12.71, 10.84], [-0.35, -11.45, 11.30], [2.39, -12.12, 11.27], [1.65, -11.08, 10.04], [3.17, -11.90, 9.70], [1.72, -12.68, 7.71], [0.27, -12.03, 8.52], [0.29, -13.74, 8.00], [1.98, -15.17, 9.06], [2.98, -14.61, 10.43], [3.20, -13.92, 8.81], [0.93, -13.77, 11.65], [0.15, -14.68, 10.43], [-1.54, -13.11, 11.53], [-1.27, -12.59, 9.86], [-1.03, -11.03, 11.83], [7.22, -11.75, 14.89], [6.25, -11.43, 13.76], [6.37, -12.49, 12.72], [4.87, -11.36, 14.42], [6.70, -10.10, 13.20], [5.69, -9.33, 12.35], [5.24, -10.14, 11.28], [6.85, -12.61, 15.44], [7.35, -10.84, 15.47], [8.18, -12.05, 14.47], [5.63, -12.33, 11.94], [6.13, -13.46, 13.16], [7.35, -12.53, 12.24], [4.62, -12.34, 14.82], [4.11, -11.17, 13.67], [5.00, -10.63, 15.21], [7.61, -10.27, 12.63], [6.89, -9.45, 14.05], [6.17, -8.41, 11.99], [4.85, -8.90, 12.91], [4.55, -9.64, 10.82], [6.53, -23.15, 14.37], [6.71, -21.82, 13.70], [8.15, -21.38, 13.76], [6.38, -21.95, 12.22], [5.81, -20.78, 14.32], [5.80, -20.75, 15.84], [7.07, -20.40, 16.38], [7.04, -23.96, 13.86], [5.48, -23.40, 14.48], [7.06, -23.06, 15.32], [8.73, -22.09, 13.17], [8.47, -21.25, 14.79], [8.23, -20.39, 13.32], [6.56, -20.94, 11.85], [5.33, -22.16, 12.02], [7.10, -22.65, 11.83], [4.80, -20.92, 13.92], [6.07, -19.83, 13.87], [5.42, -21.66, 16.31], [5.12, -19.92, 16.08], [7.06, -20.66, 17.31], [6.79, -15.58, 17.61], [6.41, -16.62, 18.65], [4.92, -16.99, 18.57], [4.04, -15.79, 18.90], [2.67, -16.18, 19.48], [2.03, -17.29, 18.71], [1.60, -16.72, 17.37], [1.24, -15.28, 17.77], [1.67, -15.05, 19.22], [2.86, -16.50, 20.94], [2.87, -15.34, 21.91], [3.40, -15.69, 23.30], [6.26, -14.63, 17.68], [6.72, -16.05, 16.62], [7.87, -15.36, 17.65], [6.60, -16.22, 19.66], [7.10, -17.46, 18.63], [4.69, -17.86, 19.18], [4.77, -17.28, 17.53], [3.86, -15.15, 18.04], [4.51, -15.17, 19.67], [1.12, -17.56, 19.25], [2.67, -18.17, 18.75], [0.77, -17.22, 16.89], [2.33, -16.81, 16.56], [0.19, -15.04, 17.64], [1.76, -14.59, 17.09], [0.85, -15.27, 19.90], [2.13, -14.10, 19.47], [3.74, -17.15, 21.03], [2.00, -17.12, 21.18], [1.86, -14.95, 22.07], [3.48, -14.50, 21.57], [4.45, -15.97, 23.28], [2.88, -16.42, 23.92], [3.39, -14.79, 23.93], [7.50, -16.67, 10.31], [6.57, -15.77, 10.72], [7.57, -16.53, 8.99], [8.63, -16.36, 10.93], [6.98, -18.41, 10.75], [7.24, -18.60, 12.17], [5.55, -18.46, 10.43], [7.82, -19.24, 9.91], [4.43, -15.85, 14.03], [4.29, -17.11, 14.45], [4.78, -15.11, 15.10], [5.40, -15.81, 13.12], [2.86, -15.17, 13.31], [1.97, -15.13, 14.47], [3.28, -13.88, 12.74], [2.49, -16.15, 12.31]]
}

Q: What is the formula in the second record?
A: C36H90F6N6O11S2